# H6NO

A cluster of 2 separate species, H6NO in total at a distorted geometry (wB97M-V/def2-TZVPD, the OMol25 dataset).

```
8
Properties=species:S:1:pos:R:3:lowdin_charge:R:1
O 0.62 2.80 -2.17 -0.0907
H 0.45 1.93 -2.61 0.0335
H 0.41 3.47 -2.86 0.0683
N 0.00 0.00 0.00 0.3136
H -0.44 0.93 0.14 0.1666
H 1.01 0.05 0.23 0.1731
H -0.11 -0.28 -0.99 0.1651
H -0.46 -0.70 0.61 0.1705
```

Summary:
Energy above the lowest of the compared OMol25 structures with the same formula, charge and spin (eV): 0.7091
Total charge: +1
HOMO level (eV): -15.5
Total energy (a.u.): -133.32161
LUMO energy (eV): -4.68

# C21H54N3O18P3

A cluster of 6 separate species, C21H54N3O18P3 in total at a distorted geometry (wB97M-V/def2-TZVPD, the OMol25 dataset).

```
99
Properties=species:S:1:pos:R:3:lowdin_charge:R:1
C -1.19 1.37 -4.73 -0.0731
C 0.28 1.02 -4.62 -0.2353
O 1.11 2.17 -4.95 -0.1655
P 1.32 3.31 -3.90 0.3519
O 0.13 4.06 -3.47 -0.2192
O 2.43 4.20 -4.58 -0.1770
C 1.99 5.28 -5.45 -0.2611
C 2.52 6.58 -4.90 -0.0708
O 2.10 2.55 -2.75 -0.1585
C 2.81 3.34 -1.79 -0.2632
C 2.00 3.72 -0.59 -0.0771
H -1.40 1.94 -5.63 0.0847
H -1.81 0.46 -4.72 0.0736
H -1.51 1.95 -3.86 0.0669
H 0.53 0.73 -3.60 0.1083
H 0.55 0.24 -5.32 0.1182
H 2.45 5.06 -6.41 0.1206
H 0.91 5.30 -5.57 0.1123
H 2.36 6.65 -3.83 0.0805
H 3.59 6.64 -5.11 0.0786
H 2.09 7.43 -5.42 0.0806
H 3.69 2.77 -1.49 0.1193
H 3.25 4.24 -2.23 0.1140
H 1.58 2.90 0.00 0.0723
H 2.56 4.35 0.10 0.0834
H 1.13 4.36 -0.79 0.0582
C 0.12 -2.86 -1.25 -0.0453
C 0.18 -1.71 -0.27 -0.2559
O -0.80 -0.70 -0.53 -0.1602
P -1.15 0.29 0.66 0.3542
O -0.07 0.48 1.64 -0.2145
O -1.66 1.53 -0.14 -0.1601
C -1.66 2.82 0.52 -0.2671
C -2.01 3.88 -0.50 -0.0512
O -2.52 -0.26 1.25 -0.1661
C -2.52 -1.44 2.08 -0.2443
C -3.56 -2.40 1.53 -0.0608
H 1.13 -3.29 -1.30 0.0719
H -0.45 -3.72 -0.89 0.0481
H -0.16 -2.62 -2.27 0.0799
H -0.03 -2.12 0.73 0.0878
H 1.19 -1.32 -0.10 0.1128
H -2.41 2.79 1.32 0.1240
H -0.69 2.96 0.99 0.0910
H -1.34 3.88 -1.36 0.0597
H -2.94 3.53 -0.96 0.0881
H -2.18 4.85 -0.05 0.0654
H -1.54 -1.89 2.22 0.0902
H -2.86 -1.11 3.06 0.1238
H -3.21 -2.82 0.59 0.0657
H -3.82 -3.18 2.25 0.0754
H -4.53 -1.93 1.37 0.0696
C -0.41 -7.12 1.45 -0.0684
C 0.19 -5.77 1.06 -0.2446
O -0.16 -4.75 2.01 -0.1790
P 0.75 -4.38 3.24 0.3238
O 1.26 -5.49 4.04 -0.2084
O 1.82 -3.45 2.56 -0.1788
C 2.75 -2.70 3.37 -0.2459
C 2.27 -1.28 3.50 -0.0686
O -0.16 -3.36 4.04 -0.1854
C -1.27 -3.86 4.77 -0.2661
C -1.21 -3.39 6.22 -0.0581
H 0.23 -7.66 2.15 0.0767
H -1.39 -7.01 1.91 0.0800
H -0.45 -7.76 0.57 0.0778
H 1.27 -5.83 0.91 0.1263
H -0.32 -5.49 0.15 0.0939
H 2.82 -3.17 4.36 0.1193
H 3.72 -2.81 2.89 0.1025
H 1.27 -1.23 3.92 0.0735
H 2.94 -0.65 4.09 0.0846
H 2.19 -0.80 2.52 0.0631
H -2.18 -3.48 4.30 0.1053
H -1.34 -4.95 4.71 0.1172
H -0.22 -3.52 6.66 0.0815
H -1.46 -2.33 6.26 0.0776
H -1.97 -3.91 6.80 0.0798
C -4.60 -1.96 -2.23 0.0452
N -5.42 -0.83 -1.75 -0.4442
O -5.58 0.09 -2.51 0.0734
O -5.90 -0.91 -0.63 0.0592
H -4.33 -2.61 -1.40 0.0732
H -3.65 -1.61 -2.63 0.0965
H -5.19 -2.47 -2.99 0.1024
C -0.82 6.23 2.20 0.0476
N -0.25 7.16 1.18 -0.4485
O -0.70 8.29 1.14 0.0639
O 0.63 6.74 0.46 0.0693
H -0.64 5.22 1.87 0.0725
H -1.89 6.46 2.21 0.0994
H -0.41 6.45 3.17 0.1018
C 4.67 -1.87 0.25 0.0644
N 4.46 -2.90 -0.84 -0.4476
O 4.92 -4.01 -0.66 0.0671
O 3.79 -2.56 -1.78 0.0569
H 5.53 -2.19 0.81 0.0975
H 3.78 -1.96 0.89 0.0693
H 4.67 -0.90 -0.22 0.0965
```

Summary:
Energy above the lowest of the compared OMol25 structures with the same formula, charge and spin (eV): 0.6821
HOMO level (eV): -10.3
Total energy (a.u.): -3375.23264
LUMO energy (eV): 0.25

# C2H4ClOP

The molecule C2H4ClOP at a distorted geometry (wB97M-V/def2-TZVPD, the OMol25 dataset).

```
9
Properties=species:S:1:pos:R:3:lowdin_charge:R:1
C -1.37 -0.03 -0.36 -0.0540
C 0.28 0.01 0.31 -0.7639
O 2.82 -1.18 0.50 -0.4896
P 1.91 -0.68 -0.49 0.6672
Cl 1.11 1.59 0.01 0.4886
H -2.03 -0.17 0.42 0.0133
H -1.51 1.06 -0.67 0.0694
H -1.52 -0.62 -1.18 0.0039
H 0.29 0.01 1.46 0.0651
```

Summary:
Energy above the lowest of the compared OMol25 structures with the same formula, charge and spin (eV): 1.9725
HOMO level (eV): -9.4
Total energy (a.u.): -955.33359
LUMO energy (eV): 0.20

# C5H9INO

The ion C5H9INO with charge +1 at a distorted geometry (wB97M-V/def2-TZVPD, the OMol25 dataset).

```
17
Properties=species:S:1:pos:R:3:lowdin_charge:R:1
C 0.68 -2.40 0.75 0.1232
C -0.36 -1.64 0.49 -0.1230
N -0.32 -0.24 0.27 -0.0879
O 1.04 0.13 0.22 -0.1302
C 1.41 0.43 -1.09 -0.0547
C -1.25 0.65 0.19 -0.6287
C -0.95 2.05 0.33 -0.0803
I -3.34 0.12 0.06 1.0342
H 0.64 -3.44 0.92 0.0770
H 1.70 -2.00 0.58 0.0993
H -1.23 -2.22 0.47 0.0835
H 1.86 -0.57 -1.64 0.1644
H 2.31 0.98 -0.89 0.0979
H 0.62 0.98 -1.61 0.1009
H -1.61 2.47 1.09 0.1065
H -1.32 2.47 -0.62 0.1130
H 0.11 2.21 0.49 0.1049
```

Summary:
Energy above the lowest of the compared OMol25 structures with the same formula, charge and spin (eV): 2.3551
Total charge: +1
HOMO level (eV): -14.2
Total energy (a.u.): -623.20881
LUMO energy (eV): -4.90

# C17H35BFO6P

The molecule C17H35BFO6P (wB97M-V/def2-TZVPD, the OMol25 dataset).

```
61
Properties=species:S:1:pos:R:3:lowdin_charge:R:1
C 5.03 0.68 2.35 -0.1074
C 5.40 -0.75 1.94 -0.2577
C 6.38 -0.84 0.77 -0.2259
C 5.89 -0.23 -0.55 -0.2145
C 4.66 -0.95 -1.11 -0.1962
C 3.32 -0.22 -0.87 -0.1983
C 2.16 -1.12 -0.44 -0.1983
C 1.27 -0.55 0.68 -0.1984
C -0.23 -0.79 0.52 -0.1149
C -1.11 0.10 -0.40 -0.3797
P -0.19 1.05 -1.68 0.5058
O 0.94 1.83 -1.20 -0.2214
O 0.15 -0.08 -2.76 -0.1129
O -1.30 1.95 -2.41 -0.1088
O -1.98 -0.74 -1.23 -0.1157
C -3.36 -0.57 -0.83 -0.2527
C -3.76 -1.62 0.23 -0.0023
B -5.18 -2.24 -0.04 -0.6404
O -6.27 -1.95 0.78 0.1396
O -5.33 -3.08 -1.11 0.1738
C -3.41 0.88 -0.35 -0.2312
C -4.66 1.31 0.41 -0.1113
C -5.33 2.48 -0.29 -0.1984
F -6.47 2.87 0.42 -0.0583
C -2.10 0.97 0.42 -0.2805
C -1.62 2.35 0.84 -0.0269
H 4.79 1.31 1.50 0.0524
H 4.15 0.68 3.00 0.0691
H 5.84 1.15 2.90 0.0717
H 4.50 -1.32 1.70 0.0938
H 5.85 -1.24 2.80 0.1022
H 7.34 -0.40 1.06 0.1079
H 6.58 -1.90 0.57 0.1067
H 6.71 -0.26 -1.27 0.1022
H 5.66 0.83 -0.40 0.0991
H 4.60 -1.94 -0.66 0.0971
H 4.80 -1.11 -2.18 0.1047
H 3.47 0.55 -0.11 0.0872
H 3.04 0.33 -1.77 0.1010
H 1.54 -1.38 -1.30 0.0918
H 2.57 -2.07 -0.09 0.1014
H 1.54 -1.06 1.61 0.1082
H 1.48 0.51 0.84 0.0981
H -0.69 -0.73 1.51 0.1121
H -0.39 -1.82 0.18 0.1268
H -0.57 -0.73 -2.83 0.0891
H -1.62 1.57 -3.24 0.0944
H -3.94 -0.72 -1.74 0.1572
H -3.01 -2.42 0.18 0.1238
H -3.73 -1.20 1.23 0.1165
H -7.04 -1.54 0.36 0.1075
H -6.21 -3.47 -1.15 0.1118
H -3.31 1.48 -1.26 0.1335
H -5.38 0.49 0.50 0.1079
H -4.41 1.61 1.43 0.1280
H -4.66 3.34 -0.35 0.1239
H -5.64 2.21 -1.30 0.1237
H -2.26 0.40 1.34 0.1309
H -1.44 3.01 -0.02 0.0789
H -0.69 2.28 1.41 0.0902
H -2.37 2.83 1.48 0.0820
```

Summary:
HOMO level (eV): -9.9
Total energy (a.u.): -1586.46880
LUMO energy (eV): 0.05

# C19H52N14O32

A structure of composition C19H52N14O32 at a distorted geometry (wB97M-V/def2-TZVPD, the OMol25 dataset).

```
117
Properties=species:S:1:pos:R:3:lowdin_charge:R:1
C 5.36 -1.15 1.28 -0.0196
O 5.33 -2.39 0.56 -0.0330
C 4.21 -3.14 0.68 -0.6206
O 4.26 -4.29 0.97 0.1814
O 3.11 -2.45 0.38 -0.0079
C 1.96 -2.65 1.21 -0.0733
C 0.99 -1.46 1.01 -0.3425
C -0.48 -1.89 1.14 -0.0254
O 1.21 -0.89 -0.28 -0.0984
H 4.61 -0.45 0.88 0.0963
H 5.18 -1.34 2.35 0.1056
H 6.37 -0.74 1.14 0.0860
H 2.28 -2.74 2.26 0.1463
H 1.47 -3.60 0.93 0.1325
H 1.21 -0.72 1.80 0.1482
H -0.93 -1.55 2.08 0.0783
H -1.05 -1.48 0.30 0.0641
H -0.60 -2.98 1.11 0.0548
H 1.35 0.06 -0.26 0.0701
C -1.15 3.30 0.04 0.0574
N -0.54 1.96 -0.18 -0.3964
O 0.65 1.89 -0.41 0.0570
O -1.28 1.00 -0.12 0.0674
H -0.36 4.04 -0.05 0.1033
H -1.92 3.43 -0.71 0.0711
H -1.58 3.29 1.04 0.0919
C -1.20 -0.95 -2.51 0.0904
N -1.14 0.07 -3.59 -0.2747
O -1.47 -0.26 -4.72 0.1473
O -0.75 1.18 -3.27 0.1426
H -1.56 -1.88 -2.93 0.0686
H -0.20 -1.05 -2.10 0.0834
H -1.87 -0.57 -1.74 0.0994
C -0.93 -4.90 -1.84 0.0500
N -1.25 -5.52 -0.52 -0.4334
O -0.91 -6.67 -0.32 0.0762
O -1.84 -4.82 0.29 0.0267
H -0.41 -5.63 -2.44 0.1018
H -1.87 -4.60 -2.29 0.0770
H -0.32 -4.03 -1.64 0.0770
C -5.95 2.80 0.54 0.0529
N -4.71 2.98 1.34 -0.4195
O -3.93 3.85 0.99 0.0150
O -4.55 2.27 2.31 0.0800
H -5.92 3.48 -0.30 0.0849
H -5.97 1.76 0.24 0.1068
H -6.77 3.02 1.22 0.0817
C -3.99 6.56 -1.89 0.0487
N -3.35 5.24 -2.13 -0.4288
O -2.15 5.20 -2.33 0.0585
O -4.07 4.26 -2.09 0.0496
H -3.23 7.32 -1.95 0.0812
H -4.74 6.69 -2.67 0.0968
H -4.45 6.53 -0.91 0.0852
C 8.98 -2.10 3.74 0.0387
N 9.05 -0.62 3.61 -0.4469
O 8.45 -0.10 2.69 0.0513
O 9.70 -0.03 4.44 0.0686
H 8.36 -2.48 2.93 0.0726
H 9.99 -2.48 3.68 0.1068
H 8.55 -2.33 4.71 0.1053
C 2.73 -1.99 -2.54 0.0538
N 1.85 -2.28 -3.70 -0.4276
O 2.01 -1.68 -4.74 0.0807
O 0.96 -3.10 -3.50 0.0367
H 3.45 -1.23 -2.82 0.1066
H 2.08 -1.66 -1.73 0.0566
H 3.21 -2.93 -2.27 0.1080
C -2.72 10.45 -4.60 0.0515
N -3.66 9.50 -3.94 -0.4440
O -4.17 8.64 -4.63 0.0702
O -3.84 9.64 -2.75 0.0525
H -2.66 10.19 -5.65 0.0955
H -3.12 11.45 -4.45 0.1012
H -1.76 10.35 -4.10 0.1027
C -3.35 6.24 3.56 0.0514
N -3.12 7.21 2.45 -0.4310
O -2.15 7.93 2.50 0.0865
O -3.95 7.21 1.56 0.0270
H -2.55 6.34 4.28 0.0989
H -4.32 6.47 3.99 0.0821
H -3.37 5.25 3.11 0.0858
C 7.15 -5.31 1.20 0.0410
N 8.32 -5.40 2.11 -0.4398
O 9.37 -5.83 1.67 0.0668
O 8.15 -5.03 3.26 0.0290
H 7.45 -5.68 0.23 0.1050
H 6.36 -5.91 1.63 0.0777
H 6.84 -4.27 1.16 0.0791
C -7.16 7.33 2.46 0.0560
N -7.05 5.84 2.55 -0.4226
O -7.60 5.18 1.69 0.0646
O -6.40 5.39 3.47 0.0564
H -7.77 7.57 1.60 0.0987
H -7.62 7.67 3.39 0.1040
H -6.15 7.71 2.37 0.0760
C 7.37 -9.18 2.88 0.0526
N 6.60 -9.21 1.60 -0.4411
O 5.99 -8.21 1.28 0.0545
O 6.64 -10.24 0.97 0.0742
H 7.25 -8.20 3.33 0.0881
H 6.98 -9.97 3.51 0.1004
H 8.41 -9.38 2.63 0.1033
C -4.80 -4.16 2.20 0.0454
N -4.18 -2.87 1.81 -0.4448
O -3.32 -2.41 2.53 0.0563
O -4.59 -2.36 0.79 0.0581
H -4.34 -4.49 3.12 0.0946
H -5.87 -3.99 2.32 0.0978
H -4.62 -4.86 1.39 0.0952
C -1.89 -1.99 -5.51 0.0034
N -2.86 -2.98 -4.98 -0.4249
O -3.73 -3.39 -5.72 0.0511
O -2.72 -3.31 -3.81 -0.0221
H -2.14 -1.77 -6.54 0.1065
H -1.98 -1.10 -4.89 -0.2038
H -0.90 -2.42 -5.40 0.1023
```

Summary:
HOMO level (eV): -8.3
Total energy (a.u.): -3927.91490
LUMO energy (eV): -0.62

> Which of these has the highest HOMO level?

C19H52N14O32

> Number 5 is which compound?

C17H35BFO6P

> Among the records above, which one has the lowest HOMO level?

H6NO

> Number 3 is which compound?

C2H4ClOP